16 unconnected molecules or ions with the total composition C6H42O15 in a non-equilibrium geometry, computed with wB97M-V/def2-TZVPD.

Properties
frontier orbital gap (alpha / beta) = 0.33450 / 0.19433 hartree
expectation value of S² = 0.75
LUMO energy (alpha / beta) = -0.1689 / -0.3090 hartree
max |F| = 2.8 eV Å⁻¹
ΔE to the lowest compared entry with this formula, charge and spin = 72.1 kJ/mol

Structure (ORCA input):
```
! wB97M-V def2-TZVPD RIJCOSX def2/J DEFGRID3
* xyz 1 2
C -0.44438 -2.39648 2.07105
C 0.53243 -1.33516 1.62076
C -0.11803 0.07947 1.70576
C -1.16961 0.12604 0.60655
C -0.68812 0.73122 -1.79432
C -0.91831 1.13053 -0.48723
H -1.47956 -2.26460 1.77066
H -0.46338 -2.46150 3.17052
H -0.05106 -3.36625 1.78549
H 1.47398 -1.35502 2.18672
H 0.90251 -1.53483 0.59526
H 0.63948 0.83293 1.64684
H -0.68969 0.15890 2.64051
H -2.19229 0.38293 0.94768
H -1.22690 -0.87841 0.14961
H -0.44383 -0.33006 -1.81666
H -0.85862 1.33559 -2.66191
H -1.13164 2.18919 -0.25516
H -2.61484 -3.48906 -1.09931
H -3.13347 -2.33282 -0.26996
O -2.93751 -3.27474 -0.21760
H -0.35122 -2.47903 -4.01800
H -0.22845 -3.24536 -2.63349
O -0.09953 -3.31231 -3.60854
H 4.63360 2.82596 0.87589
H 3.15355 2.37286 0.93553
O 4.04369 2.17087 1.27052
H 0.95087 3.75897 0.32476
H 1.62751 2.54971 -0.37272
O 1.78725 3.27487 0.24687
H -0.46303 -3.83956 -0.42497
H 0.75825 -3.50334 -0.93906
O -0.13954 -3.11737 -0.99944
H 1.39811 1.33596 -1.60899
H 2.47442 0.57483 -2.41171
O 2.28494 1.46392 -1.97848
H -1.47579 -2.14086 -2.43788
H -2.48940 -1.64077 -3.39905
O -2.17238 -1.45319 -2.49841
H 1.22261 2.93376 4.08099
H 1.75406 2.52969 2.81269
O 1.01999 2.28239 3.39188
H -2.92144 0.66444 -1.65753
H -3.28376 1.96000 -2.26168
O -3.27792 1.53173 -1.38875
H 2.47091 -1.44800 -3.28585
H 2.51996 -0.53051 -4.52929
O 2.26221 -0.56321 -3.60521
H 4.36953 0.06734 0.12286
H 3.19746 0.59939 -0.55996
O 3.58145 -0.26699 -0.33637
H -1.53733 3.22284 1.48803
H -0.69608 3.29559 2.87039
O -1.09404 3.79227 2.13536
H -4.02344 1.10179 0.21971
H -4.34262 2.15401 1.29510
O -4.30972 1.20495 1.13985
H 2.12945 -2.54524 -1.87138
H 3.28928 -2.09823 -0.97170
O 3.04890 -2.72417 -1.67748
H -1.96970 1.32216 4.49879
H -0.59276 1.82309 4.80219
O -1.49695 2.14687 4.66928
*
```

***

2 unconnected molecules or ions with the total composition C4H8S in a non-equilibrium geometry, computed with wB97M-V/def2-TZVPD.

Properties
frontier orbital gap = 0.36009 hartree
LUMO energy = 0.0306 hartree
max |F| = 4.8 eV Å⁻¹
ΔE to the lowest compared entry with this formula, charge and spin = 478.4 kJ/mol

Structure (ORCA input):
```
! wB97M-V def2-TZVPD RIJCOSX def2/J DEFGRID3
* xyz 0 1
C -0.82325 1.47819 -0.08594
C -0.73245 -0.05052 0.28806
C -0.14629 -1.13694 -0.54277
C 0.63082 -0.55583 0.67568
H -1.62415 1.25789 -1.27510
H -1.33079 2.11245 0.93398
H 0.25030 2.20396 -0.30854
H -1.67272 -0.70385 0.68938
H -0.64654 -2.12856 -0.26546
H 0.44676 -1.25267 -1.44803
H 1.04900 -1.06799 1.75912
H 2.54145 -0.66064 -0.36678
S 2.05784 0.50450 -0.05360
*
```

***

A molecular structure, C40H39AlAsNO9P3STe2, computed with wB97M-V/def2-TZVPD.

Properties
frontier orbital gap = 0.24846 hartree
LUMO energy = 0.0801 hartree
max |F| = 0.6 eV Å⁻¹
ΔE to the lowest compared entry with this formula, charge and spin = 0.0 kJ/mol

Structure (ORCA input):
```
! wB97M-V def2-TZVPD RIJCOSX def2/J DEFGRID3
* xyz -1 1
Al 0.42881 0.20964 0.00457
Te 0.47170 -3.12671 -3.60256
C 1.58010 -4.95803 -3.60277
C 1.25068 -5.99212 -2.73572
C 2.02471 -7.14213 -2.72972
N 3.07994 -7.33546 -3.52374
C 3.38584 -6.34255 -4.35652
C 2.67989 -5.14849 -4.42949
C 0.65995 -2.66829 -1.62444
P -0.64095 -2.68540 -0.36561
C -1.90327 -3.83742 -1.01429
C -2.04652 -5.16312 -0.61486
C -3.05026 -5.95842 -1.15553
C -3.92335 -5.43655 -2.09864
C -3.79712 -4.11075 -2.49129
C -2.80008 -3.31782 -1.94722
C 0.09611 -3.64868 1.02053
C -0.18070 -3.21747 2.31501
C 0.40764 -3.84043 3.40945
C 1.28110 -4.90002 3.21461
C 1.57009 -5.33375 1.92432
C 0.98436 -4.70701 0.83626
P 1.76061 -1.45578 -1.05272
C 3.02163 -2.26653 -0.00636
C 3.23566 -1.91895 1.32156
C 4.12751 -2.65041 2.09580
C 4.81788 -3.72022 1.54609
C 4.59565 -4.08369 0.22270
C 3.68580 -3.37128 -0.54054
C 2.68376 -0.58980 -2.36511
C 1.99380 0.38628 -3.08363
C 2.62425 1.09092 -4.09555
C 3.95062 0.82365 -4.40306
C 4.64307 -0.14484 -3.69148
C 4.01473 -0.84754 -2.67273
H 0.40190 -5.90460 -2.06498
H 1.78168 -7.95568 -2.05405
H 4.24947 -6.50347 -4.99381
H 3.00138 -4.37201 -5.11325
H -1.37499 -5.57873 0.12665
H -3.15000 -6.98797 -0.83447
H -4.70437 -6.05743 -2.51973
H -4.48230 -3.69429 -3.21928
H -2.70904 -2.27748 -2.24086
H -0.83390 -2.36603 2.46390
H 0.20182 -3.47472 4.40736
H 1.75510 -5.37682 4.06407
H 2.27252 -6.14373 1.76848
H 1.24383 -5.00584 -0.17472
H 2.69476 -1.08988 1.76178
H 4.27296 -2.38507 3.13501
H 5.51253 -4.28695 2.15391
H 5.11166 -4.93480 -0.20412
H 3.45595 -3.69169 -1.55276
H 0.95347 0.59489 -2.85547
H 2.08126 1.85548 -4.63559
H 4.44696 1.37739 -5.19000
H 5.68083 -0.34936 -3.92240
H 4.57022 -1.58262 -2.10573
O -1.26708 2.22003 2.44873
As 0.06453 1.20006 2.94983
O -0.09301 0.56059 4.43025
O 0.18281 0.03475 1.70954
C 1.46828 2.54665 2.95491
C 1.53003 3.16125 4.20338
C 2.35138 4.25616 4.42372
C 3.12288 4.75702 3.38964
C 3.08977 4.14420 2.14693
C 2.27560 3.04071 1.92657
S 2.48683 2.25237 0.33970
O 3.20937 1.02714 0.58600
O 3.07813 3.22414 -0.53074
O 1.07979 1.90832 -0.10692
H -2.01846 1.67404 2.14105
H 0.92349 2.76002 5.00632
H 2.37937 4.71469 5.40366
H 3.75935 5.61866 3.54384
H 3.69820 4.50676 1.33106
C -2.29267 4.46666 -0.11805
C -3.16773 3.52464 -0.91026
O -2.35572 2.48880 -1.47879
P -2.38972 0.93110 -1.15612
O -0.91880 0.53157 -1.09429
Te -3.78940 0.34747 0.63766
O -2.84661 0.28143 -2.54505
C -4.16471 0.56743 -3.04200
C -4.94670 -0.71707 -3.18290
H -2.90573 5.25632 0.32044
H -1.53904 4.92184 -0.76119
H -1.78555 3.93352 0.68595
H -3.64343 4.03110 -1.75133
H -3.93932 3.07453 -0.28198
H -4.03057 1.06320 -4.00392
H -4.68052 1.25523 -2.36705
H -4.49012 -1.36162 -3.93541
H -5.97177 -0.49826 -3.48681
H -4.96981 -1.24542 -2.23010
*
```

***

A molecular structure, C5H12O2, computed with wB97M-V/def2-TZVPD.

Properties
frontier orbital gap (alpha / beta) = 0.32585 / 0.32587 hartree
LUMO energy (alpha / beta) = -0.0003 / -0.0003 hartree
max |F| = 0.3 eV Å⁻¹
ΔE to the lowest compared entry with this formula, charge and spin = 456.7 kJ/mol

Structure (ORCA input):
```
! wB97M-V def2-TZVPD RIJCOSX def2/J DEFGRID3
* xyz 0 1
C 1.12014 -1.78916 0.77648
O -0.70511 -0.91439 0.46237
C -0.60169 -0.03196 -0.65638
C -1.97329 0.15530 -1.29314
C 0.02267 1.29135 -0.18749
C 1.23579 1.04617 0.72548
O 0.94596 0.06225 1.69075
H 0.76847 -2.33033 -0.09799
H 0.93683 -2.30550 1.71256
H 2.13016 -1.40874 0.66646
H 0.06101 -0.50355 -1.40188
H -2.66748 0.60572 -0.57637
H -2.38731 -0.80749 -1.60682
H -1.91640 0.80818 -2.17270
H -0.73684 1.84577 0.37972
H 0.29734 1.91312 -1.04837
H 2.10854 0.73275 0.12531
H 1.52963 1.98566 1.21756
H -0.16843 -0.35517 1.28445
*
```

***

A molecular structure, C14H10BrINS4SbTc, computed with wB97M-V/def2-TZVPD.

Properties
frontier orbital gap = 0.16197 hartree
LUMO energy = -0.4774 hartree
max |F| = 0.9 eV Å⁻¹

Structure (ORCA input):
```
! wB97M-V def2-TZVPD RIJCOSX def2/J DEFGRID3
* xyz 3 1
Tc -0.01980 -0.11148 0.12754
S -1.91634 0.31066 -4.58562
Sb -3.06283 -0.31747 -2.89849
S -0.72284 -1.48698 -1.24315
S -0.92401 1.65954 -0.27228
S -4.57972 -0.72882 -1.45591
C 1.92684 0.35044 -0.57188
C 2.30169 -0.72987 0.28185
C 2.61362 -0.44918 1.65914
C 3.09887 -1.43013 2.48310
C 3.27862 -2.72084 1.96753
C 2.99457 -3.03229 0.61036
C 2.50766 -2.06514 -0.21442
C 3.76292 -3.74747 2.82822
N 4.15518 -4.57140 3.52858
H 2.06226 0.30288 -1.64682
H 2.12316 1.35050 -0.17975
H 2.51627 0.56714 2.02629
H 3.36289 -1.22138 3.51120
H 3.18981 -4.03193 0.24463
H 2.31967 -2.28240 -1.25888
Br 0.88056 -2.72446 5.15734
C 0.63068 -0.88324 5.42638
C 0.92314 -0.31837 6.66332
C 0.76779 1.04531 6.86780
C 0.32525 1.87710 5.84737
C 0.00837 1.34707 4.60446
C 0.15848 -0.01747 4.45107
I -0.55138 -0.95350 2.65115
H 1.27333 -0.96081 7.46048
H 0.99588 1.46128 7.83983
H 0.21036 2.93969 6.01205
H -0.35764 1.98529 3.81293
*
```

***

2 unconnected molecules or ions with the total composition C30H57N2O7S3 in a non-equilibrium geometry, computed with wB97M-V/def2-TZVPD.

Properties
frontier orbital gap = 0.29871 hartree
LUMO energy = -0.0850 hartree
max |F| = 6.0 eV Å⁻¹

Structure (ORCA input):
```
! wB97M-V def2-TZVPD RIJCOSX def2/J DEFGRID3
* xyz 1 1
C 0.43445 -4.09247 2.83667
C -0.32120 -2.87292 2.06383
C -1.23117 -2.12261 3.14756
C -2.53852 -1.41059 2.56142
N -2.27569 -0.39187 1.50249
C -1.34586 0.67431 1.95080
C -1.18820 1.89657 0.93247
C -0.30349 3.08639 1.58529
C 1.11136 2.56152 2.15657
N 1.99588 1.93532 1.11528
C 1.97239 2.74365 -0.14672
C 3.25880 2.56002 -1.08612
C 3.70477 0.99764 -1.03691
O 2.74499 0.11571 -1.64210
C 2.69301 0.24842 -3.08318
C 3.58932 -0.79734 -3.89322
C 5.17383 -0.52866 -3.81640
C 4.02510 0.62201 0.52296
C 3.61385 -0.88962 0.83149
C 4.45339 -1.97322 -0.04767
C 3.56476 -3.26532 -0.38295
C 4.40112 -4.63547 -0.45180
S 4.15948 -5.69914 1.07379
O 4.06817 -4.84952 2.31154
O 5.27679 -6.71526 1.18814
O 2.70868 -6.55956 0.97980
C 3.41506 1.69688 1.55759
C 3.51407 1.20337 3.10595
C 4.99792 0.72312 3.49450
O 5.14687 0.00585 4.51263
C -3.61584 0.14790 1.15394
S -4.35969 1.29723 2.15908
S -4.54348 -0.33552 -0.36198
C -6.33238 0.15564 -0.19429
C -7.33746 -0.91106 -0.88620
C -7.42433 -0.70604 -2.48421
H 0.74186 -3.72966 3.88626
H -0.28925 -4.95824 2.98545
H 1.37600 -4.37292 2.25219
H 0.50458 -2.16867 1.71134
H -0.90091 -3.27479 1.17248
H -0.64656 -1.33997 3.74201
H -1.57362 -2.91424 3.90115
H -3.29807 -2.19813 2.20309
H -3.05277 -0.88439 3.44965
H -1.59199 0.99338 3.02855
H -0.30191 0.17838 2.01657
H -2.16491 2.37721 0.60537
H -0.68907 1.48442 -0.01766
H -0.22440 4.00696 0.92430
H -0.89977 3.41950 2.51616
H 0.84103 1.84888 3.01916
H 1.69204 3.45164 2.60102
H 1.61352 0.98818 0.88977
H 1.92262 3.86280 0.12118
H 1.05701 2.47753 -0.79222
H 4.11132 3.19164 -0.64003
H 3.08332 2.94610 -2.13955
H 4.73498 0.97277 -1.55534
H 2.93504 1.28709 -3.48277
H 1.59779 0.04404 -3.38401
H 3.30352 -0.66719 -5.00507
H 3.29875 -1.88549 -3.64844
H 5.60592 -1.14918 -2.95926
H 5.73983 -0.85376 -4.75797
H 5.35701 0.57504 -3.60878
H 5.16966 0.68484 0.65786
H 2.50728 -1.11197 0.57829
H 3.75059 -1.21525 1.91567
H 5.29303 -2.33918 0.65536
H 4.97462 -1.50752 -0.94445
H 2.95046 -3.08813 -1.33616
H 2.83353 -3.38876 0.50253
H 5.52287 -4.48013 -0.62640
H 3.95766 -5.25128 -1.31928
H 2.72444 -7.28975 1.64270
H 4.02897 2.67284 1.53376
H 2.73491 0.38409 3.31835
H 3.29254 2.11735 3.76310
H 5.93656 1.03108 2.92164
H -6.56267 1.18939 -0.67227
H -6.63924 0.22862 0.89915
H -8.38526 -0.69190 -0.47175
H -7.08142 -1.98116 -0.57605
H -8.39688 -0.12238 -2.68359
H -6.56712 -0.06558 -2.86693
H -7.54212 -1.69992 -3.05043
O -7.66044 3.06894 -0.98766
C -7.03844 3.39624 -1.96522
O -6.87898 2.60933 -3.06308
C -5.99808 3.25688 -3.98890
C -6.06070 4.72513 -3.63660
C -6.29336 4.69176 -2.14034
H -4.99360 2.84126 -3.86335
H -6.33384 3.06640 -5.00941
H -5.16610 5.27678 -3.92986
H -6.91966 5.18889 -4.13113
H -5.35505 4.64106 -1.58276
H -6.89382 5.53777 -1.80740
*
```